The following is a quantum chemistry calculation of C31H45AsCrN5O3S2Si3 as an isolated structure, from OMol25.

Structure (XYZ):
```
91
Properties=species:S:1:pos:R:3:mulliken_spin:R:1
Cr -0.518 -0.145 0.336 3.933
C 2.272 0.664 1.821 0.024
C 3.257 0.142 1.013 0.015
C 3.140 0.228 -0.377 0.018
C 2.074 0.900 -0.932 -0.003
C 1.045 1.428 -0.130 -0.046
C 1.121 1.257 1.272 0.061
H 2.419 0.697 2.894 0.001
H 4.155 -0.272 1.443 0.000
H 3.920 -0.177 -1.004 0.000
H 2.053 1.066 -2.000 0.005
H 0.413 2.212 -0.540 0.010
H 0.498 1.856 1.934 -0.053
C -5.038 0.032 -1.672 0.003
Si -4.709 0.857 0.035 0.002
C -6.045 2.222 0.138 -0.004
C -4.969 -0.279 1.551 0.000
As -2.390 1.565 0.214 0.070
Si -2.422 3.012 2.125 0.009
C -4.027 3.992 2.420 -0.002
C -1.042 4.340 1.994 0.002
C -2.147 1.760 3.549 0.007
Si -2.135 2.941 -1.737 0.013
C -3.767 3.774 -2.262 -0.003
C -0.794 4.316 -1.706 0.003
C -1.596 1.620 -3.022 -0.011
H -5.700 -0.822 -1.556 0.000
H -4.145 -0.316 -2.179 -0.002
H -5.538 0.734 -2.335 0.000
H -7.012 1.760 -0.037 0.000
H -5.927 3.000 -0.607 0.000
H -6.095 2.694 1.111 0.001
H -5.601 -1.133 1.326 0.000
H -5.460 0.273 2.347 0.000
H -4.035 -0.665 1.950 0.004
H -4.386 4.462 1.510 0.000
H -3.855 4.781 3.145 0.000
H -4.817 3.363 2.813 0.000
H -1.376 5.142 1.342 0.000
H -0.097 3.975 1.602 0.001
H -0.845 4.790 2.963 0.001
H -3.103 1.351 3.864 0.003
H -1.695 2.210 4.426 0.002
H -1.520 0.924 3.231 0.029
H -4.180 4.373 -1.455 0.001
H -4.511 3.045 -2.562 0.000
H -3.600 4.439 -3.104 0.000
H -0.888 4.962 -0.839 -0.001
H -0.912 4.946 -2.584 0.000
H 0.224 3.936 -1.732 -0.003
H -2.420 0.942 -3.232 0.002
H -0.762 1.031 -2.636 0.025
H -1.290 2.055 -3.968 0.001
O -7.976 -4.127 3.073 0.000
S -7.086 -5.259 3.255 0.000
O -5.858 -4.987 3.959 0.000
O -7.674 -6.554 3.449 0.000
C -6.530 -5.250 1.463 -0.002
N -7.296 -5.751 0.534 0.006
C -6.910 -5.522 -0.715 -0.002
C -5.753 -4.816 -1.014 0.009
C -5.018 -4.314 0.066 0.002
N -5.458 -4.542 1.314 0.004
C -3.832 -3.476 0.011 0.002
C -3.161 -3.198 1.216 -0.018
C -2.196 -2.231 1.253 0.184
N -1.821 -1.507 0.173 -0.406
C -2.386 -1.856 -1.001 0.149
C -3.371 -2.804 -1.128 -0.029
H -7.550 -5.927 -1.487 0.000
H -5.446 -4.676 -2.036 0.001
H -3.467 -3.710 2.113 -0.002
H -1.693 -1.977 2.180 -0.017
H -2.023 -1.307 -1.860 -0.048
H -3.794 -2.984 -2.101 -0.003
N 1.153 -2.139 2.565 0.023
C 1.020 -2.599 1.300 -0.012
N 0.844 -1.827 0.260 0.003
C 0.699 -2.573 -0.894 -0.026
C 0.554 -2.081 -2.189 0.025
C 0.357 -2.975 -3.225 0.014
C 0.275 -4.345 -2.990 0.003
C 0.448 -4.856 -1.719 0.000
C 0.700 -3.965 -0.692 -0.010
S 0.994 -4.319 0.993 0.001
H 1.524 -1.200 2.662 0.009
H 1.454 -2.802 3.263 -0.001
H 0.601 -1.017 -2.379 0.026
H 0.273 -2.607 -4.234 0.000
H 0.076 -5.023 -3.802 0.000
H 0.398 -5.916 -1.528 0.000
```

Results
* LUMO (spin up / spin down): -3.8 / -4.3 eV
* multiplicity: 5
* energy above the lowest of the compared OMol25 structures with the same formula, charge and spin: 20.36 kcal/mol
* E_tot: -181030.4231 eV
* HOMO (spin up / spin down): -9.042 / -9.042 eV
* net charge: +1